Below is C39H41FN7O4STi as an isolated structure in a non-equilibrium geometry, with properties calculated with wB97M-V/def2-TZVPD.

The geometry in ORCA input format:
```
! wB97M-V def2-TZVPD RIJCOSX def2/J DEFGRID3
* xyz 1 3
Ti 0.17 -1.72 1.52
C 6.44 -3.16 2.65
C 6.01 -1.72 2.93
N 4.67 -1.63 3.48
C 4.53 -1.60 4.92
C 4.45 -0.17 5.46
C 3.60 -1.56 2.67
S 2.06 -1.22 3.34
N 3.83 -1.65 1.37
C 2.94 -1.89 0.44
O 1.72 -2.24 0.65
C 3.46 -1.81 -0.94
C 2.59 -1.77 -2.03
C 3.10 -1.72 -3.32
C 4.47 -1.71 -3.52
C 5.34 -1.73 -2.44
C 4.84 -1.77 -1.16
H 7.45 -3.18 2.26
H 5.77 -3.62 1.92
H 6.41 -3.76 3.56
H 6.03 -1.14 2.00
H 6.68 -1.26 3.65
H 5.39 -2.12 5.34
H 3.62 -2.14 5.19
H 5.34 0.39 5.19
H 4.36 -0.19 6.54
H 3.58 0.33 5.04
H 1.52 -1.79 -1.86
H 2.43 -1.71 -4.17
H 4.87 -1.69 -4.53
H 6.40 -1.72 -2.61
H 5.49 -1.79 -0.30
C -0.87 1.70 3.89
C -1.62 1.14 4.95
C -1.82 -0.21 4.96
C -1.30 -1.02 3.93
N -0.69 -0.44 2.83
C -0.45 0.88 2.88
C -1.21 -2.44 3.97
C -1.81 -3.26 4.95
C -1.64 -4.61 4.89
C -0.86 -5.16 3.85
C -0.27 -4.30 2.95
N -0.41 -2.97 2.99
H -0.62 2.74 3.90
H -2.00 1.77 5.74
H -2.35 -0.68 5.78
H 0.15 1.27 2.06
H -2.40 -2.81 5.74
H -2.10 -5.26 5.62
H -0.72 -6.22 3.78
H 0.35 -4.68 2.14
F -1.55 4.38 -0.65
C -1.87 3.19 -1.23
C -1.32 2.05 -0.68
C -1.54 0.79 -1.27
C -0.98 -0.41 -0.72
O -0.16 -0.37 0.30
C -1.35 -1.63 -1.35
C -2.11 -1.63 -2.48
N -2.56 -0.48 -3.06
C -3.25 -0.55 -4.32
C -2.68 -1.41 -5.41
C -2.61 0.08 -5.52
C -2.36 0.74 -2.43
C -2.94 1.90 -2.91
C -2.72 3.15 -2.32
N -3.39 4.28 -2.86
C -3.59 5.43 -2.01
C -4.76 6.24 -2.57
N -4.42 6.66 -3.96
C -4.17 5.47 -4.81
C -3.02 4.67 -4.20
C -0.96 -2.93 -0.70
O -0.75 -3.93 -1.35
O -0.95 -2.86 0.59
H -0.70 2.13 0.20
H -2.39 -2.56 -2.96
H -4.33 -0.50 -4.23
H -3.37 -1.95 -6.04
H -1.76 -1.93 -5.22
H -3.24 0.59 -6.24
H -1.64 0.54 -5.39
H -3.61 1.85 -3.76
H -2.70 6.07 -1.93
H -3.85 5.09 -1.00
H -4.95 7.12 -1.95
H -5.65 5.62 -2.60
H -3.57 7.23 -3.93
H -5.17 7.25 -4.35
H -3.95 5.79 -5.83
H -5.08 4.86 -4.81
H -2.10 5.27 -4.22
H -2.85 3.77 -4.80
*
```

The calculation puts the HOMO energy (alpha / beta) at -6.91 / -9.97 eV. The energy above the lowest of the compared OMol25 structures with the same formula, charge and spin is 85.2 kJ/mol. The lowest unoccupied orbital energy (alpha / beta) comes out at -0.1062 / -0.1063 Eh. The gap between HOMO and LUMO (alpha / beta) comes out at 4.0 / 7.1 eV.